Record 1
# C5H11O2

A 2-piece molecular cluster, C5H11O2 overall (wB97M-V/def2-TZVPD, OMol25).

```
18
Properties=species:S:1:pos:R:3
C 1.11 0.58 -0.50
O 1.08 -0.77 -0.79
C -0.15 1.49 -0.78
C -1.12 1.73 0.38
C -1.46 0.34 0.90
C -2.68 -0.27 0.95
H 1.30 0.77 0.62
H 1.98 0.97 -1.00
H -0.74 1.05 -1.50
H 0.16 2.49 -1.28
H -0.52 2.10 1.12
H -2.00 2.42 0.30
H -0.60 -0.40 0.91
H -3.54 0.37 0.57
H -2.82 -1.26 1.29
H 1.90 -1.86 -0.58
H 2.04 -2.77 0.66
O 2.50 -2.62 -0.07
```

The calculation puts the energy above the lowest of the compared OMol25 structures with the same formula, charge and spin at 326.5 kJ/mol. As for the net charge: -1. The multiplicity is 1. For the HOMO energy, the calculation gives -3.461 eV. The value obtained for the strongest force on any atom is 0.11419 Eh/bohr. The frontier orbital gap is 7.4 eV. Its LUMO energy is 3.924 eV.

Here are the Mulliken charges for atoms 1 to 8, given in e: atom 1 (C): -0.63, atom 2 (O): -0.84, atom 3 (C): -0.53, atom 4 (C): -0.66, atom 5 (C): -0.01, atom 6 (C): -0.76, atom 7 (H): 0.21, atom 8 (H): 0.39

=====

Record 2
# C5H7N

An isolated molecule of C5H7N (wB97M-V/def2-TZVPD, OMol25).

```
13
Properties=species:S:1:pos:R:3
C 1.11 -0.06 -0.77
C 0.55 1.12 -0.49
C -0.50 0.98 0.57
N -1.67 0.28 0.06
C -0.49 -0.44 1.01
C 0.59 -1.14 0.17
H 1.82 -0.24 -1.57
H 0.73 2.06 -1.01
H -0.70 1.81 1.24
H -1.52 -0.09 -0.87
H -1.60 -0.69 1.13
H 1.41 -1.52 0.80
H 0.19 -2.01 -0.36
```

The calculation puts the energy above the lowest of the compared OMol25 structures with the same formula, charge and spin at 376.8 kJ/mol. The SMILES is C1=C[C@H]2N[C@H]2C1. The multiplicity is 1. For the HOMO energy, the calculation gives -8.806 eV. The value obtained for the strongest force on any atom is 0.04709 Eh/bohr. The frontier orbital gap is 10.0 eV. Its LUMO energy is 1.147 eV.

Here are the Mulliken charges for atoms 1 to 8, given in e: atom 1 (C): -0.42, atom 2 (C): -0.61, atom 3 (C): 0.11, atom 4 (N): -0.56, atom 5 (C): -0.53, atom 6 (C): -0.41, atom 7 (H): 0.37, atom 8 (H): 0.40

=====

Record 3
# C2H7N3O2

A 2-piece molecular cluster, C2H7N3O2 overall (wB97M-V/def2-TZVPD, OMol25).

```
14
Properties=species:S:1:pos:R:3
C -0.31 -1.64 -0.61
C 0.55 1.64 0.52
N -0.21 -0.57 0.34
N 0.31 0.46 -0.19
N 2.42 -0.15 -0.26
O 3.22 0.32 -1.05
O 2.60 -0.96 0.64
H -0.76 -1.20 -1.47
H 0.75 -1.87 -0.94
H -0.74 -2.64 -0.29
H -0.39 2.16 0.67
H 0.98 1.46 1.44
H 1.16 2.21 -0.11
H -0.15 -0.99 1.32
```

The calculation puts the energy above the lowest of the compared OMol25 structures with the same formula, charge and spin at 686.3 kJ/mol. The multiplicity is 1. For the HOMO energy (spin up / spin down), the calculation gives -8.084 / -8.075 eV. The value obtained for the strongest force on any atom is 0.04891 Eh/bohr. The frontier orbital gap (spin up / spin down) is 7.8 / 7.8 eV. Its LUMO energy (spin up / spin down) is -0.244 / -0.250 eV.

Here are the Mulliken charges for atoms 1 to 8, given in e: atom 1 (C): -0.72, atom 2 (C): -0.77, atom 3 (N): 0.03, atom 4 (N): -0.29, atom 5 (N): 0.49, atom 6 (O): -0.54, atom 7 (O): -0.44, atom 8 (H): 0.28

=====

Record 4
# CH2BrN

A 2-piece molecular cluster, CH2BrN overall (wB97M-V/def2-TZVPD, OMol25).

```
5
Properties=species:S:1:pos:R:3
C 1.47 -0.16 -0.04
N 0.48 -0.73 -0.06
H 2.49 0.06 -0.33
Br -2.91 0.28 0.04
H -1.52 0.56 0.39
```

The calculation puts the energy above the lowest of the compared OMol25 structures with the same formula, charge and spin at 27.4 kJ/mol. The SMILES is C#N.Br. The multiplicity is 1. For the HOMO energy, the calculation gives -10.538 eV. The value obtained for the strongest force on any atom is 0.03989 Eh/bohr. The frontier orbital gap is 11.4 eV. Its LUMO energy is 0.895 eV.

Mulliken charges in e: atom 1 (C): 0.07, atom 2 (N): -0.32, atom 3 (H): 0.28, atom 4 (Br): -0.23, atom 5 (H): 0.21

=====

Record 5
# C44H33As2F2RuS

C44H33As2F2RuS as an isolated structure (wB97M-V/def2-TZVPD, OMol25).

```
83
Properties=species:S:1:pos:R:3
Ru 1.02 -0.22 -1.22
S -0.17 1.15 -3.06
C -1.87 1.17 -2.67
C -2.72 2.11 -3.29
C -4.06 2.20 -2.97
C -4.63 1.35 -2.02
C -3.81 0.40 -1.42
C -2.46 0.30 -1.74
As -1.24 -0.99 -0.96
C -1.67 -2.56 -2.07
C -1.08 -3.78 -1.74
C -1.31 -4.90 -2.52
C -2.11 -4.81 -3.65
C -2.69 -3.59 -3.99
C -2.47 -2.47 -3.20
C -2.25 -1.54 0.64
C -3.33 -2.43 0.61
C -4.01 -2.74 1.77
C -3.63 -2.18 2.98
C -2.55 -1.31 3.02
C -1.86 -1.00 1.86
H -2.29 2.79 -4.02
H -4.68 2.95 -3.46
H -5.68 1.42 -1.76
H -4.23 -0.28 -0.68
H -0.43 -3.85 -0.88
H -0.84 -5.84 -2.25
H -2.28 -5.68 -4.27
H -3.30 -3.51 -4.88
H -2.92 -1.52 -3.47
H -3.63 -2.87 -0.33
H -4.85 -3.44 1.74
H -4.16 -2.43 3.89
H -2.24 -0.86 3.96
H -1.01 -0.33 1.89
C 1.68 -1.85 -0.79
C 2.13 -3.05 -0.26
C 2.47 -3.25 1.12
C 2.88 -4.47 1.59
C 3.01 -5.59 0.75
C 2.69 -5.42 -0.62
C 2.26 -4.21 -1.11
H 2.37 -2.41 1.80
H 3.11 -4.57 2.65
H 3.34 -6.54 1.13
H 2.77 -6.27 -1.29
H 2.01 -4.10 -2.16
F 3.95 0.34 -1.14
C 2.89 0.19 -2.07
F 2.94 1.43 -2.77
H 3.29 -0.52 -2.80
C -2.56 3.03 2.62
C -2.55 2.97 1.23
C -1.39 2.60 0.56
C -0.22 2.30 1.27
C -0.24 2.38 2.66
C -1.41 2.73 3.33
As 1.30 1.65 0.18
C 2.65 1.68 1.59
C 2.97 0.63 2.43
C 3.93 0.80 3.42
C 4.58 2.02 3.55
C 4.28 3.07 2.69
C 3.31 2.90 1.71
C 2.92 3.91 0.69
C 3.47 5.19 0.56
C 3.04 6.01 -0.47
C 2.08 5.57 -1.37
C 1.53 4.30 -1.24
C 1.94 3.48 -0.20
H -3.47 3.29 3.14
H -3.45 3.18 0.66
H -1.39 2.52 -0.52
H 0.65 2.15 3.22
H -1.41 2.78 4.41
H 2.47 -0.32 2.29
H 4.19 -0.03 4.07
H 5.34 2.15 4.31
H 4.81 4.01 2.79
H 4.23 5.54 1.25
H 3.46 7.00 -0.58
H 1.76 6.21 -2.19
H 0.81 3.92 -1.96
```

The calculation puts the energy above the lowest of the compared OMol25 structures with the same formula, charge and spin at 0.0 kJ/mol. As for the net charge: -2. The multiplicity is 2. For the HOMO energy (spin up / spin down), the calculation gives 0.422 / -0.318 eV. The value obtained for the strongest force on any atom is 0.01160 Eh/bohr. The frontier orbital gap (spin up / spin down) is 4.1 / 4.8 eV. Its LUMO energy (spin up / spin down) is 4.491 / 4.490 eV.

Here are the Mulliken charges for atoms 1 to 8, given in e: atom 1 (Ru): -0.49, atom 2 (S): -0.43, atom 3 (C): 0.55, atom 4 (C): -0.66, atom 5 (C): -0.52, atom 6 (C): -0.82, atom 7 (C): -0.24, atom 8 (C): -0.22

=====

Record 6
# C6H12Cl6F10Mg2N5O20S10

C6H12Cl6F10Mg2N5O20S10 as an isolated structure (wB97M-V/def2-TZVPD, OMol25).

```
71
Properties=species:S:1:pos:R:3
Mg 0.92 2.51 0.80
Mg -1.74 -1.45 0.29
N 0.40 2.62 2.60
S 1.26 2.29 4.03
O 0.79 1.13 4.75
O 1.65 3.46 4.75
F 2.53 1.77 3.28
S -1.02 2.56 3.29
O -1.35 3.44 4.38
O -1.74 1.33 3.09
F -1.62 3.51 2.07
N 2.39 4.34 -2.43
S 1.88 2.78 -2.53
O 1.29 2.17 -3.69
O 1.42 2.35 -1.21
F 3.34 2.16 -2.60
S 1.30 4.99 -3.38
O -0.07 4.66 -3.01
O 1.61 5.04 -4.80
F 1.50 6.46 -2.78
N -2.72 0.09 0.15
S -2.05 1.44 -0.67
O -0.83 1.83 -0.03
O -2.86 2.40 -1.33
F -1.46 0.50 -1.83
S -4.01 0.88 0.60
O -5.18 0.75 -0.21
O -3.83 2.07 1.39
F -4.31 -0.21 1.76
N 4.88 4.27 -0.05
S 4.30 3.12 0.98
O 2.86 3.13 1.06
O 4.97 2.74 2.17
F 4.56 1.90 -0.03
S 6.39 4.30 0.40
O 7.16 3.11 0.19
O 6.67 5.12 1.54
F 6.89 5.24 -0.82
N 0.06 -1.59 -0.04
S 1.12 -1.98 -1.23
O 1.78 -3.25 -1.10
O 1.82 -0.83 -1.72
F -0.06 -2.18 -2.28
S 1.22 -0.82 1.00
O 1.40 0.62 0.93
O 2.33 -1.60 1.40
F 0.27 -0.91 2.27
Cl 0.65 -8.11 -4.66
C 0.30 -7.51 -3.00
C 1.01 -6.21 -2.65
Cl 2.59 -6.61 -1.92
H 0.55 -8.27 -2.27
H -0.77 -7.34 -3.02
H 0.49 -5.54 -1.96
H 1.21 -5.54 -3.49
Cl -4.59 -1.43 4.46
C -2.85 -1.23 4.74
C -1.98 -2.33 4.23
Cl -2.11 -2.53 2.43
H -2.68 -1.22 5.82
H -2.55 -0.26 4.32
H -2.24 -3.26 4.73
H -0.93 -2.15 4.44
Cl -2.72 -2.76 -1.35
C -3.46 -2.88 -2.96
C -4.70 -1.99 -3.05
Cl -4.24 -0.29 -3.25
H -3.67 -3.93 -3.17
H -2.78 -2.58 -3.76
H -5.30 -2.04 -2.14
H -5.30 -2.27 -3.91
```

The calculation puts the energy above the lowest of the compared OMol25 structures with the same formula, charge and spin at 0.0 kJ/mol. As for the net charge: -1. The multiplicity is 1. For the HOMO energy, the calculation gives -7.244 eV. The value obtained for the strongest force on any atom is 0.14907 Eh/bohr. The frontier orbital gap is 7.2 eV. Its LUMO energy is -0.046 eV.

Here are the Mulliken charges for atoms 1 to 8, given in e: atom 1 (Mg): 2.28, atom 2 (Mg): 1.16, atom 3 (N): 0.13, atom 4 (S): 0.90, atom 5 (O): -0.58, atom 6 (O): -0.56, atom 7 (F): -0.15, atom 8 (S): 0.44